1.
This record from OMol25 describes one molecule with the formula FH3OSi. The level of theory is wB97M-V/def2-TZVPD.

Last column: Mulliken charge in e.
Geometry (Å):
O (0.3630, 1.4910, -0.0707)  -0.342
F (-2.2211, 0.6167, -0.2506)  -0.257
Si (-0.8425, -0.1243, 0.1550)  0.350
H (0.5706, 1.9322, 0.7179)  0.401
H (-0.4222, -1.0103, -0.7914)  -0.114
H (-0.7406, -0.6102, 1.6625)  -0.037

Forces on the atoms, in the same order (eV/Å):
-0.210 0.363 -2.475
0.468 -0.072 0.234
-1.407 -0.991 2.759
1.285 1.953 2.467
0.392 -1.697 -1.675
-0.527 0.443 -1.310

- E_HOMO (alpha / beta) (eV) = -4.97 / -12.13
- ⟨S²⟩ = 2.0052
- 2S+1 = 3
- LUMO energy (alpha / beta) (eV) = 0.75 / -5.04



2.
This record from OMol25 describes C18H24N6SbSe4Ti as an isolated structure. The level of theory is wB97M-V/def2-TZVPD.

Last column: Mulliken charge in e.
Geometry (Å):
Ti (-0.5662, -0.0678, -0.3978)  -2.077
C (-2.1176, 1.2888, 1.3653)  0.269
C (-1.7084, -0.0911, 2.0067)  -0.618
N (-0.3879, -0.6007, 1.5244)  -0.229
C (-0.1247, -2.0691, 1.4764)  -1.070
C (0.6234, -2.4453, 0.1896)  0.823
C (1.2946, -3.6176, -0.0892)  -1.137
C (1.6478, -3.8705, -1.4159)  -0.341
C (1.2916, -2.9997, -2.4485)  -1.073
C (0.6409, -1.8318, -2.1157)  0.822
C (-0.0548, -0.8240, -3.0378)  -1.098
N (-0.2739, 0.4590, -2.3007)  -0.014
C (-1.5177, 1.2750, -2.5041)  -0.572
C (-2.2456, 1.7925, -1.1832)  -0.146
N (-1.4455, 1.6559, 0.0732)  0.072
N (0.4047, -1.5820, -0.8167)  1.208
H (-1.9082, 2.0754, 2.0887)  0.499
H (-3.2070, 1.2580, 1.2248)  -0.702
H (-2.4717, -0.8292, 1.7762)  0.179
H (-1.7121, 0.0311, 3.0918)  0.580
H (0.3576, -0.1493, 2.0479)  0.491
H (-1.0887, -2.5848, 1.4252)  0.466
H (0.3986, -2.4339, 2.3625)  0.477
H (1.5075, -4.3396, 0.6868)  0.552
H (2.1689, -4.7873, -1.6561)  0.442
H (1.4921, -3.2570, -3.4792)  0.537
H (-1.0280, -1.2533, -3.2902)  0.298
H (0.4984, -0.6676, -3.9653)  0.572
H (0.5488, 1.0266, -2.4653)  0.471
H (-2.2455, 0.6789, -3.0541)  0.370
H (-1.2826, 2.1453, -3.1189)  0.397
H (-3.1778, 1.2450, -1.0513)  -0.252
H (-2.5247, 2.8353, -1.3428)  0.652
H (-0.9144, 2.5037, 0.2099)  0.479
N (2.3922, 3.1879, 0.1407)  0.021
C (1.5495, 2.4157, -0.5688)  -0.675
N (1.4360, 1.1933, -0.0935)  0.324
C (2.3117, 1.1526, 0.9975)  0.592
C (2.6865, 0.1062, 1.8476)  0.107
C (3.5493, 0.3970, 2.8850)  -0.813
C (4.0660, 1.6856, 3.0786)  -0.598
C (3.7678, 2.7126, 2.2102)  -1.035
C (2.8992, 2.4158, 1.1659)  0.107
H (2.6325, 4.1447, -0.0637)  0.256
H (1.0337, 2.8082, -1.4342)  0.450
H (2.3807, -0.9154, 1.6647)  0.307
H (3.8414, -0.3926, 3.5643)  0.444
H (4.7338, 1.8673, 3.9092)  0.415
H (4.1953, 3.7002, 2.3229)  0.425
Se (-5.6279, -3.4784, 0.3642)  -0.505
Sb (-5.2273, -1.3289, -0.6782)  0.677
Se (-5.7228, -0.9487, -3.0222)  -0.511
Se (-5.3312, 0.6573, 0.7331)  -0.491
Se (-2.4383, -1.3487, -0.8397)  0.173

Forces on the atoms, in the same order (eV/Å):
-4.213 1.367 0.395
0.086 -0.110 0.587
-0.514 0.238 0.221
0.586 -0.604 1.271
0.281 -0.454 0.029
0.007 0.074 -0.007
0.011 -0.067 -0.075
-0.086 0.076 0.031
0.027 -0.089 -0.005
0.091 0.144 0.110
0.272 -0.359 -0.265
0.551 0.184 -1.506
-0.485 0.313 -0.081
-0.438 0.027 -0.439
-0.413 1.595 0.243
2.448 -3.298 -0.823
0.153 0.068 -0.108
0.121 -0.104 -0.084
-0.004 -0.023 -0.055
0.212 0.067 -0.027
0.005 -0.003 0.050
-0.020 0.062 -0.011
0.023 0.134 0.020
-0.013 -0.004 -0.001
-0.007 -0.003 -0.006
0.022 0.024 0.000
-0.036 0.072 0.052
0.048 0.045 0.053
-0.010 0.060 -0.033
0.001 -0.068 0.068
0.195 -0.074 -0.010
-0.004 0.063 0.035
0.163 0.034 0.037
0.003 0.042 0.109
0.011 0.030 -0.104
0.068 0.032 0.060
0.204 0.032 0.042
0.257 0.233 0.015
0.052 0.009 -0.049
-0.100 -0.128 -0.004
0.053 0.091 -0.026
0.078 0.070 -0.063
-0.196 -0.304 0.158
-0.027 -0.001 -0.026
-0.056 0.017 0.053
-0.096 -0.003 0.034
0.039 0.001 -0.029
-0.003 0.003 -0.005
0.006 -0.023 0.048
0.460 0.798 -0.334
-1.818 -0.279 -0.040
0.579 -0.029 0.681
-0.186 -0.355 -0.242
1.612 0.376 0.055

- E_HOMO (alpha / beta) (eV) = -8.80 / -8.80
- net charge = +1
- LUMO energy (alpha / beta) (eV) = -4.59 / -4.59



3.
This record from OMol25 describes a 2-piece molecular cluster, C3H12N3S overall. The level of theory is wB97M-V/def2-TZVPD.

Last column: Mulliken charge in e.
Geometry (Å):
C (1.2061, 1.3989, -0.1005)  -0.554
C (-0.2239, 0.0348, 0.7447)  -1.068
C (-1.3175, -0.0224, -0.2634)  0.081
N (2.3758, 0.6482, -0.2127)  -0.498
N (0.6465, -1.0861, 0.6807)  -0.279
N (-1.5400, -1.4966, -0.5428)  -0.596
S (-2.7834, 0.8324, 0.4667)  -0.197
H (1.3303, 2.0556, 0.6689)  0.352
H (0.5276, 1.7368, -0.8344)  0.395
H (-0.4180, 0.2880, 1.7081)  0.627
H (-1.2327, 0.2749, -1.2934)  0.421
H (3.1683, 0.6538, 0.3668)  0.236
H (1.4172, -0.7144, -0.0886)  0.444
H (1.2093, -1.2908, 1.5103)  0.336
H (0.2465, -2.0266, 0.3907)  0.404
H (-2.2461, -1.7723, 0.1150)  0.258
H (-1.7903, -1.8115, -1.4508)  0.191
H (2.6429, 0.7238, -1.2043)  0.260
H (-3.2186, 1.5733, -0.6610)  0.188

Forces on the atoms, in the same order (eV/Å):
-1.323 -2.308 3.603
2.967 1.764 -3.578
-2.074 -2.424 -0.846
-1.886 -0.677 -5.021
2.258 -1.953 -1.511
0.046 0.623 1.939
-0.137 0.840 -1.375
-0.380 2.064 1.981
0.349 0.006 -1.568
-0.911 1.053 2.527
1.018 1.350 -0.068
0.636 0.760 1.287
-0.404 -1.232 1.601
-0.250 0.538 0.071
-0.211 1.621 -0.126
-0.403 -0.705 0.047
-0.410 0.427 -0.880
0.515 -0.704 0.670
0.598 -1.042 1.246

- E_HOMO (eV) = -12.73
- net charge = +1
- LUMO energy (eV) = -3.00



4.
This record from OMol25 describes a 3-piece molecular cluster, C3H11O3 overall. The level of theory is wB97M-V/def2-TZVPD.

Last column: Mulliken charge in e.
Geometry (Å):
C (-0.3221, 0.4022, -0.4127)  -0.418
O (-0.2442, -0.6690, 0.4266)  -0.455
C (1.1240, 1.0408, -0.4516)  -0.174
C (1.0232, 2.5088, -0.8309)  -1.308
H (-1.0260, 1.1821, -0.0758)  0.437
H (-0.6160, 0.2108, -1.4560)  0.242
H (1.7528, 0.5750, -1.2177)  0.300
H (1.6191, 0.8969, 0.5157)  0.324
H (0.4459, 2.6736, -1.7410)  0.342
H (2.0082, 2.9710, -0.9470)  0.350
H (0.4632, 3.1734, -0.1399)  0.349
H (0.5311, -2.7444, -1.3652)  0.292
H (0.6066, -1.6606, -0.3597)  0.378
O (1.2175, -2.3296, -0.8195)  -0.681
H (-1.9113, -0.0521, 1.5667)  0.354
H (-2.1500, -1.3010, 2.4714)  0.311
O (-2.5878, -0.5580, 2.0164)  -0.644

Forces on the atoms, in the same order (eV/Å):
-0.042 1.033 -0.193
-0.534 0.927 -0.110
0.209 0.321 -0.108
-0.688 1.225 0.369
0.219 -0.168 0.391
0.281 -0.677 0.131
-0.351 -0.440 0.288
-0.200 0.091 -0.170
0.299 -0.352 -0.401
-0.086 -0.243 -0.096
0.408 -0.702 0.235
0.599 -0.327 -0.104
1.467 -1.326 -0.375
-1.435 0.690 -0.016
0.358 -0.226 0.153
-0.074 0.672 -0.476
-0.429 -0.497 0.481

- E_HOMO (alpha / beta) (eV) = -10.68 / -10.67
- ⟨S²⟩ = 0.7543
- 2S+1 = 2
- LUMO energy (alpha / beta) (eV) = 0.74 / -2.72



5.
This record from OMol25 describes one molecule with the formula C5H4INS. The level of theory is wB97M-V/def2-TZVPD.

Last column: Mulliken charge in e.
Geometry (Å):
C (-0.3435, 0.0589, -0.2890)  0.820
C (-1.4653, -0.2660, 0.0026)  -0.443
C (-2.2915, -3.3511, 0.1906)  0.364
C (1.0936, 0.5215, -0.5204)  -1.089
C (-2.7623, -0.6946, 0.3902)  -0.772
N (-1.7271, -3.9980, 0.9580)  -0.396
S (-3.0499, -2.1968, -0.7599)  -0.093
I (-4.3986, 0.7768, 0.0810)  0.229
H (1.7614, -0.2581, -0.9255)  0.305
H (1.1830, 1.0440, -1.4459)  0.331
H (1.3264, 1.0287, 0.4690)  0.233
H (-2.7602, -0.9764, 1.3914)  0.510

Forces on the atoms, in the same order (eV/Å):
1.994 0.575 -0.722
0.112 0.625 0.363
0.158 0.269 0.317
-1.740 -1.061 0.928
3.226 -3.260 -2.228
0.104 -0.449 0.051
-0.758 0.687 0.477
-2.572 2.501 -0.570
-0.152 -0.598 1.588
-0.540 1.877 -0.157
0.639 -0.472 -1.766
-0.471 -0.693 1.718

- E_HOMO (alpha / beta) (eV) = -6.52 / -9.30
- ⟨S²⟩ = 2.0096
- 2S+1 = 3
- LUMO energy (alpha / beta) (eV) = 0.38 / -4.14



The records above yield ΔE to the lowest compared entry with this formula, charge and spin values of 136.6 318.9 417.8 29.9 165.6 kJ/mol, respectively.